(1)
DFT (ωB97M-V/def2-TZVPD) results for a single C24H29N5O5S2 molecule.

Largest force on an atom: 1.18 eV/Å
SMILES string: NS(=O)(=O)c1ccc(CCNC(=O)CSc2nc3ccccc3c(=O)n2CCN2CCOCC2)cc1
HOMO energy: -8.5 eV
Gap between HOMO and LUMO: 8.9 eV
Energy: -2378.3675 Ha

CARTESIAN COORDINATES (ANGSTROEM)
N: 3.89 -3.57 0.00
S: 2.94 -2.49 0.89
O: 3.59 -1.21 0.83
O: 2.64 -3.11 2.14
C: 1.49 -2.47 -0.15
C: 0.43 -3.30 0.16
C: -0.67 -3.31 -0.68
C: -0.71 -2.53 -1.83
C: -1.94 -2.61 -2.70
C: -2.13 -1.46 -3.69
N: -2.11 -0.18 -3.03
C: -1.44 0.87 -3.55
O: -0.91 0.87 -4.63
C: -1.42 2.08 -2.62
S: 0.08 2.07 -1.59
C: -0.36 0.95 -0.32
N: -1.54 0.43 -0.36
C: -1.89 -0.50 0.59
C: -3.16 -1.08 0.56
C: -3.50 -2.03 1.49
C: -2.59 -2.43 2.47
C: -1.34 -1.86 2.52
C: -0.98 -0.89 1.58
C: 0.34 -0.27 1.63
O: 1.18 -0.49 2.48
N: 0.58 0.66 0.61
C: 1.84 1.39 0.70
C: 1.72 2.48 1.77
N: 0.56 3.31 1.48
C: -0.27 3.61 2.63
C: -1.55 4.29 2.14
O: -1.26 5.48 1.44
C: -0.42 5.21 0.34
C: 0.88 4.54 0.78
C: 0.38 -1.72 -2.13
C: 1.48 -1.69 -1.28
H: 4.74 -3.13 -0.33
H: 4.09 -4.40 0.53
H: 0.48 -3.89 1.05
H: -1.52 -3.94 -0.44
H: -1.90 -3.54 -3.26
H: -2.81 -2.66 -2.04
H: -3.09 -1.60 -4.20
H: -1.35 -1.46 -4.46
H: -2.36 -0.13 -2.05
H: -1.33 2.99 -3.22
H: -2.28 2.12 -1.96
H: -3.86 -0.76 -0.20
H: -4.48 -2.48 1.46
H: -2.87 -3.19 3.18
H: -0.61 -2.14 3.26
H: 2.06 1.82 -0.28
H: 2.62 0.67 0.98
H: 1.59 1.99 2.73
H: 2.65 3.06 1.80
H: -0.53 2.68 3.14
H: 0.24 4.28 3.35
H: -2.19 4.57 2.98
H: -2.09 3.59 1.48
H: -0.22 6.18 -0.13
H: -0.94 4.56 -0.38
H: 1.47 4.30 -0.11
H: 1.45 5.24 1.42
H: 0.39 -1.12 -3.02
H: 2.33 -1.06 -1.49

(2)
DFT (ωB97M-V/def2-TZVPD) results for 2 unconnected molecules or ions with the total composition C24H29NO5S.

Largest force on an atom: 5.24 eV/Å
HOMO energy: -5.1 eV
ΔE to the lowest compared entry with this formula, charge and spin: 119.0 kJ/mol
Gap between HOMO and LUMO: 2.9 eV
Energy: -1760.8851 Ha

CARTESIAN COORDINATES (ANGSTROEM)
C: -4.51 -2.06 2.69
C: -5.28 -0.77 2.36
C: -4.24 0.35 2.22
N: -2.94 -0.30 2.34
C: -1.79 0.36 2.28
C: -0.54 -0.28 2.44
C: 0.64 0.34 2.05
C: 1.87 -0.35 1.82
C: 2.84 0.06 0.86
C: 3.99 -0.69 0.63
C: 4.23 -1.86 1.36
C: 3.29 -2.29 2.31
C: 2.15 -1.54 2.55
C: -3.01 -1.73 2.62
H: -4.76 -2.42 3.69
H: -4.74 -2.86 1.98
H: -5.84 -0.86 1.43
H: -5.98 -0.52 3.16
H: -4.32 0.87 1.25
H: -4.37 1.11 3.00
H: -1.82 1.43 2.00
H: -0.52 -1.31 2.81
H: 0.58 1.38 1.78
H: 2.66 0.99 0.31
H: 4.72 -0.35 -0.11
H: 5.17 -2.40 1.25
H: 3.46 -3.19 2.89
H: 1.44 -1.83 3.33
H: -2.51 -1.98 3.57
H: -2.51 -2.32 1.83
C: 5.30 4.39 -0.01
C: 4.24 3.49 0.56
O: 3.83 4.12 1.81
C: 2.73 3.53 2.36
C: 2.70 3.74 3.80
O: 1.73 3.34 4.60
C: 0.32 3.27 4.09
S: 3.87 5.07 4.34
C: 3.54 5.17 6.10
C: 3.10 6.38 6.63
C: 2.77 6.44 7.98
C: 2.91 5.31 8.79
C: 3.41 4.13 8.25
C: 3.73 4.05 6.90
O: 5.24 4.64 4.23
O: 3.42 6.33 3.77
O: 1.90 2.93 1.66
H: 5.80 3.90 -0.85
H: 4.85 5.32 -0.40
H: 6.04 4.65 0.75
H: 3.36 3.40 -0.08
H: 4.62 2.50 0.81
H: -0.26 2.93 4.95
H: 0.03 4.28 3.76
H: 0.30 2.56 3.25
H: 2.99 7.24 5.97
H: 2.40 7.39 8.39
H: 2.61 5.35 9.84
H: 3.55 3.24 8.88
H: 4.13 3.13 6.46

(3)
DFT (ωB97M-V/def2-TZVPD) results for a gas-phase ion, C24H29O2Si (charge +1).

Net charge: +1
Largest force on an atom: 2.57 eV/Å
HOMO energy: -10.5 eV
Gap between HOMO and LUMO: 6.2 eV
Energy: -1371.7019 Ha

CARTESIAN COORDINATES (ANGSTROEM)
C: 5.72 -2.47 -2.61
C: 4.44 -1.74 -2.35
C: 4.44 -0.34 -2.28
C: 3.25 0.33 -2.00
C: 2.08 -0.38 -1.72
C: 0.79 0.43 -1.50
C: -0.51 -0.31 -1.74
C: -1.73 0.27 -1.85
C: -2.95 -0.45 -2.16
C: -4.17 0.26 -2.33
C: -5.38 -0.42 -2.50
C: -5.42 -1.82 -2.54
C: -6.73 -2.54 -2.64
C: -4.21 -2.52 -2.44
C: -2.99 -1.86 -2.26
C: 2.10 -1.78 -1.77
C: 3.27 -2.45 -2.10
H: 5.53 -3.55 -2.68
H: 6.19 -2.13 -3.55
H: 6.45 -2.30 -1.80
H: 5.37 0.21 -2.46
H: 3.23 1.42 -2.01
H: 0.84 1.21 -2.29
H: -0.40 -1.35 -2.04
H: -1.81 1.36 -1.81
H: -4.17 1.35 -2.32
H: -6.32 0.12 -2.60
H: -6.58 -3.62 -2.67
H: -7.39 -2.32 -1.79
H: -7.27 -2.24 -3.54
H: -4.24 -3.61 -2.49
H: -2.07 -2.43 -2.17
H: 1.19 -2.34 -1.55
H: 3.28 -3.55 -2.16
C: 0.45 0.47 5.97
Si: 0.93 1.73 4.69
C: -0.05 3.29 5.03
C: 2.76 2.08 4.70
O: 0.61 0.96 3.16
C: 0.30 1.22 1.93
C: -0.42 2.33 1.35
C: -0.13 2.29 0.01
C: 0.86 1.23 -0.24
O: 0.79 0.44 0.98
H: 0.81 0.78 6.97
H: -0.64 0.36 6.01
H: 0.90 -0.51 5.73
H: 0.32 3.73 5.98
H: 0.05 4.05 4.25
H: -1.12 3.06 5.18
H: 3.06 2.50 5.67
H: 3.32 1.14 4.53
H: 3.04 2.80 3.91
H: -1.06 3.01 1.92
H: -0.48 2.93 -0.79
H: 1.87 1.70 -0.21

(4)
DFT (ωB97M-V/def2-TZVPD) results for a molecular structure, C24H30AlF7NO22.

Net charge: -1
Largest force on an atom: 1.91 eV/Å
HOMO energy: -5.5 eV
Gap between HOMO and LUMO: 7.2 eV
Energy: -3584.2518 Ha

CARTESIAN COORDINATES (ANGSTROEM)
C: -0.53 -4.97 -1.23
C: 0.48 -4.74 -0.13
O: 0.23 -3.81 0.64
N: 1.60 -5.46 -0.07
C: 2.28 -5.38 1.21
Al: 1.59 -7.29 -0.71
H: -1.42 -4.42 -0.98
H: -0.81 -6.01 -1.33
H: -0.16 -4.58 -2.16
H: 1.77 -4.76 1.94
H: 3.28 -4.99 1.10
H: 2.39 -6.37 1.64
H: 0.56 -7.59 -1.91
H: 1.17 -8.21 0.56
H: 3.06 -7.72 -1.23
C: -1.74 -1.00 1.02
C: -1.15 -0.06 0.01
O: -1.52 1.22 0.52
C: -1.62 1.08 1.88
O: -1.65 1.99 2.64
O: -1.66 -0.22 2.23
F: -1.71 -0.21 -1.22
H: -2.78 -1.24 0.81
H: -1.18 -1.93 1.12
H: -0.07 -0.12 -0.08
C: 0.94 -0.32 5.39
C: 1.18 -1.23 4.22
O: 2.17 -2.12 4.72
C: 1.97 -2.20 6.07
O: 2.45 -3.02 6.78
O: 1.17 -1.19 6.50
F: 1.70 -0.56 3.16
H: 1.65 0.50 5.41
H: -0.07 0.09 5.41
H: 0.31 -1.80 3.89
C: 5.72 0.66 3.17
C: 5.86 0.36 4.65
O: 4.98 1.31 5.23
C: 4.01 1.57 4.31
O: 2.98 2.11 4.55
O: 4.37 1.12 3.09
F: 7.12 0.59 5.09
H: 6.40 1.45 2.85
H: 5.87 -0.22 2.54
H: 5.55 -0.64 4.94
C: -4.26 1.77 -2.50
C: -4.15 2.07 -3.97
O: -5.13 1.22 -4.54
C: -6.10 1.03 -3.59
O: -7.18 0.59 -3.81
O: -5.65 1.43 -2.38
F: -2.94 1.74 -4.48
H: -3.65 0.91 -2.21
H: -4.00 2.61 -1.87
H: -4.37 3.11 -4.24
C: 0.73 3.37 -6.30
C: 0.90 3.04 -4.84
O: 0.01 3.96 -4.22
C: -0.98 4.22 -5.12
O: -2.01 4.74 -4.85
O: -0.63 3.81 -6.36
F: 2.16 3.27 -4.41
H: 1.39 4.18 -6.62
H: 0.89 2.51 -6.95
H: 0.60 2.02 -4.57
C: -3.06 -0.13 -8.18
C: -3.15 -1.47 -7.49
O: -1.79 -1.85 -7.37
C: -1.06 -0.70 -7.31
O: 0.07 -0.64 -6.96
O: -1.80 0.36 -7.71
F: -3.81 -2.38 -8.24
H: -3.02 -0.24 -9.27
H: -3.87 0.54 -7.92
H: -3.60 -1.43 -6.49
C: 0.81 4.28 5.92
C: -0.35 3.97 6.84
O: -0.23 4.97 7.83
C: 0.37 6.05 7.25
O: 0.39 7.14 7.71
O: 0.92 5.70 6.06
F: -0.22 2.75 7.41
H: 1.74 3.81 6.26
H: 0.62 4.00 4.89
H: -1.33 4.04 6.36

(5)
DFT (ωB97M-V/def2-TZVPD) results for a molecular structure, C24H30AsCl2CuN7O2S5.

Net charge: -2
Largest force on an atom: 1.04 eV/Å
HOMO energy (spin up / spin down): -1.4 / -1.4 eV
ΔE to the lowest compared entry with this formula, charge and spin: 3.7 kJ/mol
Gap between HOMO and LUMO (spin up / spin down): 5.6 / 5.6 eV
Energy: -8254.1174 Ha
2S+1: 2

CARTESIAN COORDINATES (ANGSTROEM)
Cu: 1.20 0.88 0.15
S: 2.82 4.51 2.30
As: 2.47 3.51 0.45
S: 0.33 2.96 0.20
S: 3.30 1.43 0.55
S: 3.28 4.50 -1.25
C: 1.86 -0.42 3.31
N: 0.72 0.34 2.79
C: -0.49 -0.47 2.97
N: -0.73 -0.82 4.38
C: 0.45 -1.55 4.86
N: 1.69 -0.78 4.74
C: 1.52 0.48 5.48
N: 0.37 1.26 5.02
C: 0.58 1.57 3.58
C: -0.82 0.43 5.14
H: 2.76 0.18 3.19
H: 1.97 -1.34 2.72
H: -0.39 -1.39 2.39
H: -1.34 0.10 2.59
H: 0.55 -2.47 4.29
H: 0.29 -1.81 5.92
H: 2.42 1.08 5.36
H: 1.39 0.24 6.54
H: 1.47 2.19 3.45
H: -0.27 2.13 3.20
H: -1.68 1.00 4.78
H: -0.98 0.19 6.20
C: 2.04 -2.30 -3.27
N: 3.07 -1.31 -3.10
C: 4.31 -1.69 -2.43
C: 5.02 -0.34 -2.22
N: 3.98 0.62 -2.55
C: 2.82 0.03 -2.91
S: 1.38 0.84 -2.94
H: 2.29 -2.98 -4.10
H: 1.10 -1.79 -3.50
H: 1.91 -2.88 -2.35
H: 4.90 -2.38 -3.05
H: 4.08 -2.18 -1.48
H: 5.89 -0.22 -2.87
H: 5.34 -0.21 -1.18
H: 3.88 1.48 -2.02
Cl: -1.73 1.59 -3.81
C: -2.78 2.18 -2.56
C: -3.17 3.50 -2.63
C: -3.90 4.07 -1.61
C: -4.25 3.30 -0.51
C: -3.88 1.97 -0.46
Cl: -4.33 1.05 0.95
C: -3.13 1.36 -1.49
N: -2.70 0.04 -1.30
C: -2.75 -1.00 -2.22
C: -3.54 -0.95 -3.37
C: -3.57 -2.01 -4.26
C: -2.82 -3.15 -4.03
C: -2.07 -3.22 -2.85
C: -2.04 -2.19 -1.93
C: -1.32 -2.40 -0.61
C: -0.06 -1.58 -0.35
O: 1.05 -2.10 -0.38
O: -0.30 -0.34 -0.07
H: -2.83 4.10 -3.47
H: -4.17 5.12 -1.65
H: -4.81 3.72 0.32
H: -1.94 -0.03 -0.62
H: -4.13 -0.06 -3.56
H: -4.18 -1.93 -5.16
H: -2.82 -3.97 -4.73
H: -1.51 -4.12 -2.63
H: -1.05 -3.44 -0.52
H: -2.02 -2.15 0.19

(6)
DFT (ωB97M-V/def2-TZVPD) results for 5 unconnected molecules or ions with the total composition C24H30B2BrN4O3.

Net charge: -1
Largest force on an atom: 0.50 eV/Å
HOMO energy: -4.1 eV
Gap between HOMO and LUMO: 6.1 eV
Energy: -4001.1096 Ha

CARTESIAN COORDINATES (ANGSTROEM)
C: 0.81 -0.23 1.00
C: 0.44 -0.14 -0.50
B: 1.21 -1.33 -1.21
O: 0.40 -2.42 -1.53
B: 2.93 -1.38 -1.49
O: 3.59 -2.61 -0.88
C: 4.07 -3.42 -1.90
C: 4.14 -2.52 -3.13
Br: 6.04 -1.65 -3.14
O: 3.18 -1.62 -3.00
H: 1.22 0.71 1.39
H: -0.06 -0.47 1.62
H: 1.56 -1.00 1.21
H: -0.65 -0.19 -0.61
H: 0.76 0.83 -0.88
H: 0.98 -3.11 -1.87
H: 3.52 -0.36 -1.14
H: 3.36 -4.25 -2.15
H: 5.03 -3.89 -1.66
H: 4.16 -3.03 -4.09
N: 9.49 0.11 -2.81
C: 10.64 0.74 -2.98
C: 11.62 0.85 -2.00
C: 11.38 0.25 -0.77
C: 10.18 -0.40 -0.58
C: 9.26 -0.45 -1.62
H: 10.80 1.20 -3.95
H: 12.54 1.37 -2.20
H: 12.11 0.31 0.03
H: 9.94 -0.88 0.37
H: 8.31 -0.96 -1.50
N: -2.87 0.40 -3.15
C: -2.06 -0.64 -2.98
C: -2.51 -1.92 -2.69
C: -3.88 -2.13 -2.56
C: -4.73 -1.05 -2.74
C: -4.18 0.18 -3.03
H: -1.00 -0.46 -3.06
H: -1.79 -2.71 -2.53
H: -4.27 -3.11 -2.33
H: -5.81 -1.15 -2.63
H: -4.82 1.05 -3.17
N: -6.32 1.16 0.47
C: -7.18 1.79 1.27
C: -7.07 3.13 1.61
C: -6.01 3.86 1.09
C: -5.11 3.22 0.26
C: -5.31 1.88 -0.02
H: -7.99 1.20 1.67
H: -7.80 3.59 2.27
H: -5.89 4.91 1.34
H: -4.27 3.74 -0.17
H: -4.62 1.36 -0.68
N: -4.87 -0.28 5.00
C: -5.40 0.77 4.38
C: -5.74 1.95 5.03
C: -5.50 2.05 6.39
C: -4.94 0.96 7.04
C: -4.64 -0.17 6.30
H: -5.56 0.67 3.31
H: -6.16 2.77 4.47
H: -5.74 2.95 6.93
H: -4.72 0.99 8.10
H: -4.20 -1.04 6.78

Repeat the fifth record exactly.
DFT (ωB97M-V/def2-TZVPD) results for a molecular structure, C24H30AsCl2CuN7O2S5.

Net charge: -2
Largest force on an atom: 1.04 eV/Å
HOMO energy (spin up / spin down): -1.4 / -1.4 eV
ΔE to the lowest compared entry with this formula, charge and spin: 3.7 kJ/mol
Gap between HOMO and LUMO (spin up / spin down): 5.6 / 5.6 eV
Energy: -8254.1174 Ha
2S+1: 2

CARTESIAN COORDINATES (ANGSTROEM)
Cu: 1.20 0.88 0.15
S: 2.82 4.51 2.30
As: 2.47 3.51 0.45
S: 0.33 2.96 0.20
S: 3.30 1.43 0.55
S: 3.28 4.50 -1.25
C: 1.86 -0.42 3.31
N: 0.72 0.34 2.79
C: -0.49 -0.47 2.97
N: -0.73 -0.82 4.38
C: 0.45 -1.55 4.86
N: 1.69 -0.78 4.74
C: 1.52 0.48 5.48
N: 0.37 1.26 5.02
C: 0.58 1.57 3.58
C: -0.82 0.43 5.14
H: 2.76 0.18 3.19
H: 1.97 -1.34 2.72
H: -0.39 -1.39 2.39
H: -1.34 0.10 2.59
H: 0.55 -2.47 4.29
H: 0.29 -1.81 5.92
H: 2.42 1.08 5.36
H: 1.39 0.24 6.54
H: 1.47 2.19 3.45
H: -0.27 2.13 3.20
H: -1.68 1.00 4.78
H: -0.98 0.19 6.20
C: 2.04 -2.30 -3.27
N: 3.07 -1.31 -3.10
C: 4.31 -1.69 -2.43
C: 5.02 -0.34 -2.22
N: 3.98 0.62 -2.55
C: 2.82 0.03 -2.91
S: 1.38 0.84 -2.94
H: 2.29 -2.98 -4.10
H: 1.10 -1.79 -3.50
H: 1.91 -2.88 -2.35
H: 4.90 -2.38 -3.05
H: 4.08 -2.18 -1.48
H: 5.89 -0.22 -2.87
H: 5.34 -0.21 -1.18
H: 3.88 1.48 -2.02
Cl: -1.73 1.59 -3.81
C: -2.78 2.18 -2.56
C: -3.17 3.50 -2.63
C: -3.90 4.07 -1.61
C: -4.25 3.30 -0.51
C: -3.88 1.97 -0.46
Cl: -4.33 1.05 0.95
C: -3.13 1.36 -1.49
N: -2.70 0.04 -1.30
C: -2.75 -1.00 -2.22
C: -3.54 -0.95 -3.37
C: -3.57 -2.01 -4.26
C: -2.82 -3.15 -4.03
C: -2.07 -3.22 -2.85
C: -2.04 -2.19 -1.93
C: -1.32 -2.40 -0.61
C: -0.06 -1.58 -0.35
O: 1.05 -2.10 -0.38
O: -0.30 -0.34 -0.07
H: -2.83 4.10 -3.47
H: -4.17 5.12 -1.65
H: -4.81 3.72 0.32
H: -1.94 -0.03 -0.62
H: -4.13 -0.06 -3.56
H: -4.18 -1.93 -5.16
H: -2.82 -3.97 -4.73
H: -1.51 -4.12 -2.63
H: -1.05 -3.44 -0.52
H: -2.02 -2.15 0.19

Question: What is the formula in the fourth record?
Answer: C24H30AlF7NO22

Question: Which formula does entry 5 have?
Answer: C24H30AsCl2CuN7O2S5

Question: What is the formula in the fifth record?
Answer: C24H30AsCl2CuN7O2S5